[1]
Computed, not measured: a molecular structure, C45H35N6O4S2Y, with wB97M-V/def2-TZVPD.

Last column: Löwdin charge in e.
Geometry (Å):
Y: 0.037 0.875 -1.722  1.245
O: -0.518 4.606 0.971  0.053
C: -0.370 3.446 0.621  -0.516
N: 0.583 2.953 -0.207  0.023
C: 1.756 3.622 -0.313  -0.477
O: 2.343 4.234 0.573  0.048
C: 2.390 3.563 -1.679  -0.182
C: 3.188 4.639 -2.059  -0.010
C: 3.751 4.637 -3.320  -0.074
C: 3.519 3.550 -4.150  -0.064
C: 2.716 2.523 -3.689  -0.164
N: 2.150 2.528 -2.481  0.078
C: -1.324 2.406 1.164  -0.215
C: -2.113 2.765 2.249  -0.002
C: -2.943 1.820 2.823  -0.058
C: -2.966 0.544 2.281  -0.042
C: -2.150 0.276 1.195  -0.100
N: -1.333 1.176 0.643  0.085
H: 3.333 5.447 -1.357  0.111
H: 4.367 5.466 -3.651  0.097
H: 3.944 3.502 -5.144  0.097
H: 2.495 1.667 -4.309  0.062
H: -2.049 3.784 2.602  0.112
H: -3.565 2.070 3.674  0.100
H: -3.600 -0.235 2.684  0.103
H: -2.167 -0.702 0.741  0.082
C: 2.886 0.106 3.980  -0.115
C: 3.256 -1.028 3.265  -0.109
C: 2.991 -1.119 1.911  -0.036
C: 2.345 -0.072 1.239  -0.237
C: 1.960 1.054 1.964  -0.012
C: 2.240 1.142 3.318  -0.080
N: 2.011 -0.156 -0.133  0.039
N: 2.840 -0.816 -0.792  0.079
C: 2.510 -1.201 -2.091  -0.334
C: 3.435 -2.100 -2.652  -0.065
C: 3.160 -2.696 -3.863  -0.120
C: 1.956 -2.396 -4.502  -0.096
C: 1.071 -1.478 -3.950  -0.185
C: 1.324 -0.811 -2.745  -0.245
H: 3.092 0.178 5.041  0.091
H: 3.741 -1.856 3.770  0.095
H: 3.253 -2.004 1.349  0.098
H: 1.480 1.876 1.448  0.077
H: 1.951 2.033 3.862  0.105
H: 4.334 -2.341 -2.093  0.096
H: 3.860 -3.394 -4.307  0.084
H: 1.720 -2.878 -5.446  0.092
H: 0.158 -1.260 -4.491  0.044
S: -2.039 2.786 -2.254  0.498
C: -2.191 3.175 -3.950  -0.746
C: -3.133 4.148 -4.322  -0.173
C: -3.372 4.480 -5.646  -0.156
C: -2.654 3.842 -6.651  -0.157
C: -1.695 2.904 -6.304  -0.176
C: -1.431 2.559 -4.968  -0.728
S: -0.173 1.390 -4.653  0.551
H: -3.689 4.640 -3.531  0.076
H: -4.118 5.230 -5.894  0.075
H: -2.845 4.069 -7.696  0.074
H: -1.114 2.403 -7.072  0.073
C: -1.130 -1.231 6.050  -0.056
C: -2.028 -2.025 5.135  -0.242
C: -3.301 -2.365 5.582  -0.085
C: -4.177 -3.041 4.745  -0.111
C: -3.773 -3.398 3.476  -0.040
C: -2.491 -3.078 3.003  -0.206
N: -2.234 -3.432 1.680  0.098
C: -1.028 -3.691 1.022  -0.213
C: -0.068 -4.535 1.584  -0.052
C: 1.100 -4.829 0.898  -0.107
C: 1.323 -4.301 -0.366  -0.095
C: 0.367 -3.468 -0.933  -0.018
C: -0.804 -3.150 -0.260  -0.055
C: -1.818 -2.199 -0.895  -0.632
O: -3.024 -2.490 -0.765  -0.007
O: -1.353 -1.199 -1.502  -0.109
C: -1.608 -2.367 3.844  -0.158
C: -0.268 -1.895 3.350  -0.027
H: -1.628 -1.042 7.001  0.066
H: -0.866 -0.266 5.610  0.078
H: -0.195 -1.762 6.252  0.083
H: -3.621 -2.072 6.576  0.093
H: -5.173 -3.296 5.090  0.092
H: -4.443 -3.930 2.810  0.109
H: -2.955 -3.184 0.996  0.113
H: -0.251 -4.963 2.564  0.111
H: 1.836 -5.486 1.350  0.091
H: 2.234 -4.523 -0.909  0.092
H: 0.528 -3.044 -1.916  0.097
H: 0.487 -2.681 3.419  0.084
H: 0.087 -1.042 3.922  0.058
H: -0.316 -1.590 2.306  0.076

Forces on atoms 1 to 3 (eV/Å):
-1.7 1.3 -0.1
0.0 -0.1 0.1
0.1 0.2 0.0

Output
Charge ... -2
E_LUMO ... 3.9 eV
Energy relative to the best compared isomer or geometry (same formula, charge and spin) ... 27.2 kcal/mol
Highest occupied orbital energy ... -1.19 eV
Calculated total energy ... -3200.30693 Ha

[2]
Computed, not measured: a molecular structure, C45H35N7O4S4Sb2Se3Tl, with wB97M-V/def2-TZVPD.

Last column: Mulliken spin population.
Geometry (Å):
Tl: 0.335 0.595 -1.296  -0.012
Se: -1.950 -2.700 -3.158  0.000
Se: -0.342 -2.796 -1.533  0.000
C: -1.323 -2.199 0.009  0.000
C: -2.532 -2.783 0.376  0.000
C: -3.119 -2.381 1.560  0.000
C: -2.475 -1.428 2.338  0.000
C: -1.288 -0.893 1.871  0.000
N: -0.721 -1.277 0.738  -0.001
C: -1.203 -1.261 -4.178  0.002
C: -1.898 -0.631 -5.208  0.002
C: -1.232 0.338 -5.934  0.003
C: 0.099 0.616 -5.642  -0.003
C: 0.693 -0.075 -4.600  -0.002
N: 0.050 -0.978 -3.882  -0.001
H: -3.003 -3.522 -0.259  0.000
H: -4.059 -2.813 1.869  0.000
H: -2.882 -1.112 3.286  0.000
H: -0.754 -0.132 2.427  0.000
H: -2.925 -0.893 -5.420  0.000
H: -1.735 0.872 -6.729  0.000
H: 0.651 1.349 -6.212  0.001
H: 1.735 0.072 -4.334  0.000
S: 6.383 1.200 -1.787  0.017
Sb: 4.229 1.046 -2.596  0.005
S: 3.287 -0.949 -1.732  0.008
S: 2.902 2.597 -0.974  0.026
Se: 3.791 4.989 -2.814  0.227
N: 2.592 5.509 -4.043  0.299
C: 1.501 4.747 -3.943  -0.021
C: 0.376 4.856 -4.768  0.173
C: -0.662 3.957 -4.590  -0.035
C: -0.566 2.969 -3.629  0.111
N: 0.485 2.849 -2.812  0.013
C: 1.462 3.720 -2.949  -0.009
N: 2.555 3.732 -2.132  0.133
H: 0.349 5.627 -5.522  0.002
H: -1.549 4.012 -5.204  0.003
H: -1.354 2.248 -3.473  0.051
S: 0.635 2.221 1.377  0.000
C: -0.673 3.167 1.768  0.000
N: -1.813 3.154 1.017  0.001
C: -2.903 3.860 1.349  0.000
C: -2.937 4.648 2.462  0.000
C: -1.770 4.730 3.259  0.000
C: -0.667 4.019 2.910  0.000
H: -1.854 2.566 0.156  0.003
H: -3.750 3.761 0.688  0.000
H: -3.825 5.199 2.729  0.000
H: -1.772 5.357 4.143  0.000
H: 0.244 4.056 3.485  0.000
O: -2.371 1.803 -1.203  -0.005
C: -2.907 0.683 -1.376  0.002
O: -2.284 -0.347 -1.676  0.001
C: -4.403 0.556 -1.154  -0.001
C: -5.257 1.657 -1.148  0.000
C: -6.605 1.488 -0.862  0.000
C: -7.107 0.248 -0.527  0.000
C: -6.250 -0.858 -0.530  0.000
C: -4.910 -0.703 -0.881  0.001
N: -6.737 -2.127 -0.144  0.000
O: -5.944 -3.075 -0.084  0.000
O: -7.939 -2.240 0.147  0.000
H: -4.860 2.636 -1.376  0.001
H: -7.272 2.337 -0.878  0.000
H: -8.143 0.102 -0.261  0.000
H: -4.254 -1.559 -0.929  0.000
C: 7.132 -0.441 2.279  0.000
C: 6.415 0.519 1.588  -0.001
C: 5.077 0.305 1.310  -0.002
C: 4.451 -0.873 1.679  0.001
C: 5.174 -1.829 2.374  0.000
C: 6.507 -1.611 2.678  0.000
Sb: 2.339 -1.103 1.248  0.004
C: 2.337 -3.242 0.882  -0.001
C: 3.333 -3.864 0.145  0.000
C: 3.245 -5.212 -0.164  0.000
C: 2.148 -5.949 0.247  0.000
C: 1.143 -5.333 0.969  0.000
C: 1.240 -3.989 1.284  0.000
C: 2.005 -1.359 3.415  0.002
C: 2.090 -2.558 4.105  0.000
C: 1.901 -2.604 5.476  0.000
C: 1.611 -1.448 6.181  0.000
C: 1.509 -0.246 5.500  0.000
C: 1.710 -0.208 4.132  0.000
H: 8.181 -0.282 2.497  0.000
H: 6.896 1.422 1.245  0.000
H: 4.513 1.064 0.783  0.001
H: 4.693 -2.752 2.673  0.000
H: 7.063 -2.354 3.235  0.000
H: 4.171 -3.280 -0.206  0.000
H: 4.030 -5.688 -0.737  0.000
H: 2.062 -6.997 -0.013  0.000
H: 0.275 -5.898 1.275  0.000
H: 0.454 -3.515 1.858  0.000
H: 2.311 -3.474 3.571  0.000
H: 1.994 -3.544 6.010  0.000
H: 1.487 -1.478 7.257  0.000
H: 1.284 0.666 6.041  0.000
H: 1.648 0.736 3.602  0.000

Forces on atoms 1 to 3 (eV/Å):
0.6 -0.3 0.1
-0.4 -0.8 -0.5
0.4 -0.4 0.2

Output
Charge ... -2
E_LUMO (spin up / spin down) ... 2.4 / 2.4 eV
Energy relative to the best compared isomer or geometry (same formula, charge and spin) ... 11.6 kcal/mol
Highest occupied orbital energy (spin up / spin down) ... -1.37 / -1.44 eV
Spin multiplicity ... 2
Calculated total energy ... -11870.12744 Ha